The following is a quantum chemistry calculation of 2 unconnected molecules or ions with the total composition CH3NO2S2, from the Open Molecules 2025 dataset.

Computed properties:
**Charge**: 0
**Total energy**: -28336.3321 eV
**Relative energy (zero: lowest compared OMol25 entry of this formula, charge and spin)**: 394.6 kJ/mol
**Gap between HOMO and LUMO (alpha / beta)**: 8.20 / 6.31 eV
**HOMO energy (alpha / beta)**: -9.5 / -8.2 eV

The geometry in XYZ format:
```
9
Properties=species:S:1:pos:R:3:forces:R:3:mulliken_charge:R:1
C 1.1794 0.4275 -0.0776 0.60 -0.74 -0.66 -0.70
N -2.1244 0.4697 -0.0131 1.94 -3.00 -1.30 0.28
O -1.6108 -0.5490 -0.4747 -1.50 2.46 1.06 -0.29
O 1.2949 -2.0456 0.9107 0.30 -1.37 3.19 -0.43
S -3.5192 1.0855 0.1602 -0.89 0.51 0.17 -0.02
S 1.1541 -1.3813 -0.3505 -0.05 1.54 -3.50 0.35
H 2.1504 0.5635 0.4996 -1.40 0.40 -0.65 0.30
H 1.2449 0.8548 -1.1794 -0.41 -0.47 2.52 0.30
H 0.2307 0.5749 0.5247 1.41 0.67 -0.83 0.22
```
Forces are in eV/Å.

***

The following is a quantum chemistry calculation of C18H20N4O3S in the gas phase, from the Open Molecules 2025 dataset.

Computed properties:
**Charge**: 0
**Total energy**: -41927.2521 eV
**Relative energy (zero: lowest compared OMol25 entry of this formula, charge and spin)**: 317.2 kJ/mol
**Gap between HOMO and LUMO**: 9.11 eV
**SMILES**: CSc1ccccc1OCc1cc(C(=O)N[C@@H](C)c2cnn(C)c2)no1
**HOMO energy**: -8.4 eV

The geometry in XYZ format:
```
46
Properties=species:S:1:pos:R:3:forces:R:3:mulliken_charge:R:1
C -0.4924 -6.1845 -1.5440 -0.20 0.34 0.22 -0.68
S -1.3536 -5.1503 -0.3186 0.05 0.00 -0.09 -0.09
C -1.6150 -3.6615 -1.2555 0.32 -0.49 0.26 0.13
C -2.9096 -3.2025 -1.4278 0.09 0.08 -0.06 -0.32
C -3.1530 -2.0295 -2.1203 -0.08 0.12 -0.02 -0.61
C -2.0914 -1.3208 -2.6508 -0.07 -0.04 0.02 -0.81
C -0.7908 -1.7658 -2.4779 0.31 -0.04 -0.05 -0.51
C -0.5357 -2.9313 -1.7674 -0.28 0.04 -0.06 0.65
O 0.7132 -3.4389 -1.5255 -0.30 0.05 0.12 -0.32
C 1.8352 -2.6491 -1.8217 0.37 0.15 -0.28 -0.71
C 1.8523 -1.3694 -1.0496 -0.39 0.12 1.01 0.34
C 1.3522 -1.0337 0.1755 0.35 -0.02 -0.60 -0.21
C 1.6980 0.3351 0.3101 0.10 -0.79 -0.76 0.78
C 1.3903 1.2271 1.4602 0.28 0.49 -0.13 -0.07
O 0.7555 0.8457 2.4243 -0.17 -0.20 0.08 -0.71
N 1.8996 2.4630 1.3169 0.27 0.07 0.04 -0.15
C 1.6451 3.5298 2.2761 -0.17 -0.06 0.12 0.31
C 2.8213 4.4958 2.2861 -0.15 -0.22 0.12 -1.71
C 0.3433 4.1987 1.9492 -0.21 -0.15 0.26 0.27
C 0.0863 5.3594 1.2014 -0.04 -0.26 0.22 -0.54
N -1.2112 5.5772 1.1006 -0.33 0.67 -0.45 -0.95
N -1.8065 4.5859 1.7540 0.44 -0.21 0.07 0.72
C -3.2364 4.5251 1.8449 -0.48 0.01 0.08 -0.84
C -0.9134 3.7305 2.2826 0.36 0.09 -0.03 -0.85
N 2.3445 0.7508 -0.7530 -0.06 0.90 0.67 -0.54
O 2.4422 -0.2943 -1.6014 -0.06 -0.61 -0.33 -0.20
H -1.1005 -6.2528 -2.4410 0.03 -0.09 -0.08 0.26
H 0.4809 -5.7604 -1.7638 0.05 -0.09 -0.06 0.14
H -0.3854 -7.1632 -1.0881 0.02 -0.11 0.00 0.36
H -3.7204 -3.7761 -1.0065 -0.08 -0.08 0.00 0.44
H -4.1644 -1.6763 -2.2475 -0.09 0.04 -0.02 0.39
H -2.2656 -0.4082 -3.2005 -0.01 0.07 -0.05 0.39
H 0.0174 -1.1855 -2.8947 0.09 0.06 -0.04 0.42
H 1.9120 -2.4302 -2.8959 0.00 -0.03 0.13 0.37
H 2.6936 -3.2674 -1.5339 -0.13 0.14 -0.13 0.39
H 0.8209 -1.6404 0.8764 -0.14 -0.19 0.13 0.53
H 2.3358 2.6972 0.4374 0.00 -0.06 -0.02 0.39
H 1.5443 3.0364 3.2505 0.09 0.13 -0.17 0.44
H 2.9615 4.9324 1.2999 0.06 0.10 -0.11 0.35
H 2.6363 5.2961 2.9974 0.00 0.09 0.02 0.38
H 3.7327 3.9758 2.5707 0.08 -0.02 -0.01 0.43
H 0.7788 6.0387 0.7466 0.14 0.18 -0.11 0.45
H -3.5659 4.6851 2.8739 0.01 0.01 -0.07 0.31
H -3.5992 3.5543 1.5038 0.02 0.06 -0.01 0.31
H -3.6425 5.3111 1.2115 0.04 -0.07 0.04 0.30
H -1.2013 2.8615 2.8383 -0.10 -0.21 0.13 0.56
```
Forces are in eV/Å.

***

The following is a quantum chemistry calculation of 2 unconnected molecules or ions with the total composition C3H10NO2, from the Open Molecules 2025 dataset.

Computed properties:
**Charge**: +1
**Total energy**: -8852.0028 eV
**Relative energy (zero: lowest compared OMol25 entry of this formula, charge and spin)**: 32.6 kJ/mol
**Gap between HOMO and LUMO**: 12.36 eV
**HOMO energy**: -15.3 eV

The geometry in XYZ format:
```
16
Properties=species:S:1:pos:R:3:forces:R:3:mulliken_charge:R:1
O -1.3293 0.4569 1.2523 -0.06 0.14 -0.10 -0.58
C -2.4856 0.6026 0.9513 0.07 0.23 0.03 0.16
O -2.9387 0.2955 -0.2622 0.08 -0.44 0.24 -0.40
H -3.2183 1.0519 1.6341 -0.05 -0.20 0.04 0.37
H -3.8961 0.1509 -0.2393 -0.03 0.33 -0.15 0.37
C 2.1214 0.6888 -0.2603 0.85 -1.10 0.01 -0.86
N 1.1455 -0.2981 0.2890 0.13 -0.08 -0.13 -0.11
C 0.4585 -1.0788 -0.7820 -0.23 0.88 -0.18 -0.89
H 2.7234 1.0766 0.5575 -0.44 0.58 0.01 0.36
H 2.8416 0.1015 -0.8403 -0.25 0.18 -0.22 0.37
H 1.6199 1.3973 -0.9063 -0.02 0.26 0.26 0.35
H 0.4249 0.1560 0.8727 -0.04 -0.11 -0.11 0.43
H 1.6618 -0.9648 0.8627 -0.11 0.14 0.21 0.36
H -0.0285 -0.3663 -1.4450 -0.01 0.05 0.03 0.36
H -0.3227 -1.6782 -0.3321 0.22 -0.40 -0.02 0.32
H 1.2220 -1.5918 -1.3520 -0.10 -0.47 0.08 0.39
```
Forces are in eV/Å.

***

The following is a quantum chemistry calculation of 9 unconnected molecules or ions with the total composition C9H36N18O9, from the Open Molecules 2025 dataset.

Computed properties:
**Charge**: 0
**Total energy**: -55176.5678 eV
**Relative energy (zero: lowest compared OMol25 entry of this formula, charge and spin)**: 54.6 kJ/mol
**Gap between HOMO and LUMO**: 8.75 eV
**SMILES**: NC(N)=O.NC(N)=O.NC(N)=O.NC(N)=O.NC(N)=O.NC(N)=O.NC(N)=O.NC(N)=O.NC(N)=O
**HOMO energy**: -9.0 eV

The geometry in XYZ format:
```
72
Properties=species:S:1:pos:R:3:forces:R:3:mulliken_charge:R:1
N 0.5878 3.0778 4.4905 0.23 0.43 -0.39 -0.31
C 0.5246 3.9843 3.4634 -1.01 0.71 -1.12 0.57
N 1.3711 3.6960 2.4301 0.77 -1.40 0.42 -0.24
O -0.2747 4.9031 3.3824 0.23 0.05 0.75 -0.66
H 1.1749 2.2767 4.3550 -0.06 -0.14 0.50 0.13
H 0.0957 3.2890 5.3361 -0.11 -0.26 0.01 0.19
H 2.0657 2.9863 2.6520 0.12 0.49 -0.53 0.26
H 1.5699 4.3414 1.6928 -0.28 0.33 0.18 0.21
N -2.4303 1.1809 -4.3433 0.38 -0.72 0.37 -0.47
C -1.6789 0.7761 -3.2648 -0.08 1.59 -1.02 0.56
N -1.3523 1.7952 -2.4386 0.53 -0.05 0.27 -0.15
O -1.3038 -0.3901 -3.1695 0.43 0.34 0.43 -0.66
H -2.6806 0.4589 -4.9931 -0.13 0.13 -0.16 0.25
H -2.7286 2.1269 -4.4773 -0.17 -0.07 0.01 0.14
H -0.8670 1.6586 -1.5554 -0.36 -0.41 -0.16 0.05
H -1.5302 2.7407 -2.7211 -0.20 -0.05 0.07 0.15
N 1.0719 -0.2744 1.1673 -0.04 0.76 0.23 -0.22
C 0.1513 -0.1357 0.1969 -0.91 -1.08 -1.06 0.14
N 0.1755 -1.1221 -0.7433 0.32 0.16 0.10 0.22
O -0.7451 0.7221 0.1519 0.45 0.43 0.57 -0.61
H 1.8910 -0.8110 0.9072 0.20 0.12 0.40 0.23
H 1.1277 0.5172 1.7901 0.34 -0.12 0.10 0.18
H 1.0277 -1.6503 -0.8379 -0.13 -0.18 -0.02 0.13
H -0.4599 -1.0456 -1.5302 0.12 0.16 -0.02 0.10
N 1.8969 -4.4891 -0.2799 -0.20 -0.21 -0.60 -0.25
C 1.0654 -5.4881 0.1446 -1.10 -0.10 1.65 0.59
N -0.1948 -5.4537 -0.3875 0.69 0.48 -0.89 -0.29
O 1.3446 -6.2414 1.0627 0.43 -0.02 -0.16 -0.65
H 2.7303 -4.2972 0.2390 0.15 -0.04 -0.19 0.14
H 1.6464 -3.9925 -1.1133 0.34 0.32 0.09 0.13
H -0.3541 -4.8520 -1.1764 -0.55 -0.04 0.03 0.12
H -0.9493 -5.9861 -0.0033 0.15 -0.27 -0.02 0.18
N 3.6011 0.6439 -1.1903 -0.40 -0.07 0.86 -0.31
C 3.9980 -0.6273 -0.9195 0.04 -0.15 -1.40 0.57
N 5.0447 -1.0505 -1.6911 -0.01 0.37 0.31 -0.46
O 3.3783 -1.3776 -0.1741 -0.01 -0.17 0.32 -0.65
H 2.7975 0.9476 -0.6665 0.10 0.31 0.00 0.20
H 4.0876 1.2883 -1.7834 0.01 -0.09 -0.06 0.18
H 5.2961 -2.0206 -1.6845 0.19 0.00 0.23 0.23
H 5.6967 -0.3536 -2.0038 0.15 -0.30 -0.24 0.18
N 4.1318 -0.4443 3.2462 0.20 0.06 -0.75 -0.39
C 3.5825 0.7005 3.7008 -0.28 0.01 1.60 0.61
N 3.3673 0.7009 5.0643 -0.26 0.31 -0.60 -0.39
O 3.2756 1.6818 3.0354 0.39 -0.37 -0.48 -0.78
H 4.3576 -0.4919 2.2672 -0.23 -0.24 -0.05 0.16
H 4.0429 -1.2921 3.7741 0.12 -0.08 -0.06 0.20
H 3.7105 -0.0288 5.6601 0.13 0.10 0.08 0.17
H 3.1961 1.6171 5.4420 -0.03 -0.13 0.26 0.27
N -3.4730 4.9457 0.6675 0.43 -0.23 -0.22 -0.50
C -2.8893 3.7398 0.9138 0.45 -0.98 1.36 0.77
N -1.6353 3.5346 0.4273 0.53 0.24 -0.92 -0.09
O -3.4116 2.8850 1.6195 -0.31 0.18 -0.35 -0.67
H -4.4175 4.9993 1.0032 -0.10 0.29 -0.31 0.27
H -3.1350 5.4443 -0.1348 -0.46 0.39 0.05 0.19
H -1.1015 4.2431 -0.0434 -0.15 0.23 0.21 0.16
H -1.1264 2.6954 0.6699 -0.38 -0.08 0.19 -0.04
N -2.9323 -2.4220 -2.9490 -0.92 -0.40 0.16 -0.33
C -2.2043 -3.5347 -3.2276 -0.24 -0.20 0.62 0.44
N -0.8757 -3.3181 -3.4695 0.65 0.48 -0.06 -0.30
O -2.6526 -4.6695 -3.1898 -0.03 -0.14 0.09 -0.67
H -3.7415 -2.5533 -2.3594 -0.23 -0.10 -0.35 0.13
H -2.5708 -1.4855 -3.0225 0.27 -0.35 0.08 0.39
H -0.2808 -4.1092 -3.6187 -0.11 -0.09 -0.31 0.21
H -0.5084 -2.3824 -3.5094 0.00 -0.06 -0.10 0.23
N -3.1400 -1.0735 0.2084 0.49 -0.03 0.14 -0.25
C -4.2161 -0.5819 -0.4587 -1.19 0.10 -0.10 0.41
N -4.1971 0.7686 -0.6976 1.04 -0.35 0.06 -0.23
O -5.1759 -1.2644 -0.8050 0.44 -0.30 -0.17 -0.71
H -2.9525 -2.0579 0.1521 -0.25 -0.07 0.01 0.26
H -2.3522 -0.4813 0.4316 -0.14 0.07 -0.17 0.08
H -3.4735 1.2698 -0.2073 -0.31 0.51 0.07 0.06
H -5.0698 1.2129 -0.9047 -0.10 0.00 0.16 0.24
```
Forces are in eV/Å.

***

The following is a quantum chemistry calculation of a molecular structure, C31H21BiCl4GeNO2Te4, from the Open Molecules 2025 dataset.

Computed properties:
**Charge**: -1
**Total energy**: -179685.6813 eV
**Relative energy (zero: lowest compared OMol25 entry of this formula, charge and spin)**: 815.1 kJ/mol
**Gap between HOMO and LUMO**: 4.67 eV
**HOMO energy**: -3.5 eV

The geometry in XYZ format:
```
65
Properties=species:S:1:pos:R:3:forces:R:3:mulliken_charge:R:1
Bi -1.0766 -1.0554 -0.4838 0.34 -2.65 1.87 0.64
Te 0.9860 -1.4753 -3.5351 7.50 -4.65 -0.63 0.21
Te -0.1583 -0.5784 -5.6015 -1.79 1.86 -6.57 -0.03
Te -1.2081 0.3187 -7.8541 -0.29 0.26 -0.22 -0.61
Te -1.1105 -0.3808 -3.0627 -4.55 2.26 -2.40 0.86
Cl 0.9514 1.5757 5.4657 0.03 0.06 0.25 -0.23
C 0.5495 1.3954 3.8034 -0.01 0.25 0.05 0.19
C 0.8557 2.3961 2.8949 0.04 -0.02 0.24 0.50
Cl 1.5751 3.8577 3.4437 0.15 0.22 0.06 -0.24
C 0.5739 2.2233 1.5444 0.02 -0.04 0.21 0.36
Cl 0.9739 3.4458 0.4105 0.01 0.12 -0.29 -0.21
C -0.0394 1.0648 1.1015 0.25 0.25 -0.41 0.38
O -0.3141 0.8782 -0.1883 0.44 0.51 1.01 -1.01
C -0.4022 0.0711 2.0313 0.09 -0.20 0.58 0.74
O -1.0148 -1.0265 1.6087 -0.26 0.61 1.13 -1.31
C -0.0993 0.2471 3.3713 0.07 -0.02 -0.05 0.00
Cl -0.5847 -0.9679 4.4910 -0.12 -0.10 0.09 -0.16
Ge 1.7189 -2.1804 -1.4420 -0.58 2.83 0.65 -0.86
C 3.4359 -2.1324 -0.7470 0.31 -0.41 -0.45 0.64
C 3.8401 -0.9852 -0.1200 0.62 0.72 0.03 -0.07
C 4.7516 -1.0780 0.9111 0.32 0.14 0.17 -0.78
C 5.2106 -2.3281 1.2979 0.17 -0.07 0.31 -0.40
C 4.7600 -3.4840 0.6754 0.29 -0.29 0.23 -0.74
C 3.8430 -3.3805 -0.3462 1.01 -0.51 0.01 -0.48
C 0.9268 -3.0661 -0.0224 -0.05 -1.06 0.28 1.23
C 0.4451 -4.3475 0.0318 -0.28 -0.63 -0.20 -0.72
C 0.3331 -4.9698 1.2639 -0.11 -0.07 -0.02 -0.73
C 0.7368 -4.2877 2.4007 0.05 -0.17 0.33 -0.97
C 1.2238 -2.9885 2.3304 0.07 -0.14 0.16 -1.16
C 1.3138 -2.3831 1.1005 -0.08 -0.02 1.56 0.19
H 1.2675 -0.5996 -0.8624 0.44 -1.48 -0.24 -0.26
H 3.3963 -0.0363 -0.4137 0.18 -0.08 0.12 0.50
H 5.0807 -0.1866 1.4310 0.03 -0.03 0.03 0.43
H 5.9066 -2.4118 2.1224 0.03 0.03 0.03 0.37
H 5.0927 -4.4569 1.0204 0.04 0.06 0.00 0.40
H 3.4203 -4.2623 -0.8229 0.13 -0.01 0.19 0.44
H 0.1751 -4.8619 -0.8928 0.04 0.02 0.25 0.45
H -0.0469 -5.9812 1.3197 0.00 -0.03 0.13 0.41
H 0.6860 -4.7835 3.3585 -0.06 -0.04 0.14 0.44
H 1.5371 -2.4542 3.2152 -0.04 -0.07 0.13 0.71
H 1.6741 -1.3611 0.9953 -0.02 -0.28 0.35 0.50
N -2.5948 0.0602 -1.2912 -3.37 2.30 0.30 -1.50
C -2.8399 1.3116 -1.1477 -0.41 -0.94 0.09 1.22
C -2.7772 2.0937 -2.4010 0.01 0.10 -1.05 -0.33
C -1.6940 2.9674 -2.5528 -0.05 -0.09 -0.33 -0.21
C -1.1974 3.2569 -3.8253 -0.21 0.05 -0.06 -0.82
C -1.7751 2.7077 -4.9646 -0.21 -0.15 0.13 -0.42
C -2.9365 1.9336 -4.8342 0.14 0.22 0.23 -0.57
C -3.4248 1.6160 -3.5654 0.12 0.47 -0.11 -0.35
C -2.9393 1.9347 0.1658 -0.05 0.67 0.62 0.29
C -3.0598 1.1435 1.3071 -0.31 -0.03 -0.15 0.11
C -2.9463 1.7001 2.5652 -0.09 0.07 0.08 -0.68
C -2.7223 3.0597 2.7021 -0.06 0.07 0.02 -0.42
C -2.7016 3.8705 1.5767 -0.04 0.14 0.08 -1.04
C -2.8314 3.3183 0.3165 -0.11 -0.13 0.11 -0.38
H -1.1601 3.3216 -1.6800 0.07 -0.10 -0.08 0.17
H -0.3187 3.8821 -3.9084 0.08 -0.02 -0.03 0.41
H -1.3235 2.7890 -5.9598 -0.18 0.21 0.44 0.36
H -3.3688 1.5358 -5.7523 -0.08 -0.03 0.37 0.40
H -4.2999 0.9829 -3.4545 0.19 -0.11 -0.02 0.36
H -3.2402 0.0802 1.2045 0.02 0.11 0.01 0.75
H -3.0151 1.0742 3.4420 0.00 -0.11 0.08 0.43
H -2.5911 3.4869 3.6856 0.00 0.07 0.08 0.43
H -2.5882 4.9403 1.6824 0.05 0.06 0.02 0.42
H -2.8422 3.9524 -0.5561 0.05 0.06 0.00 0.72
```
Forces are in eV/Å.

***

The following is a quantum chemistry calculation of 5 unconnected molecules or ions with the total composition H10O5, from the Open Molecules 2025 dataset.

Computed properties:
**Charge**: 0
**Total energy**: -10399.8336 eV
**Relative energy (zero: lowest compared OMol25 entry of this formula, charge and spin)**: 98.0 kJ/mol
**Gap between HOMO and LUMO**: 10.30 eV
**SMILES**: O.O.O.O.O
**HOMO energy**: -10.0 eV

The geometry in XYZ format:
```
15
Properties=species:S:1:pos:R:3:forces:R:3:mulliken_charge:R:1
O 1.7181 0.4193 -0.4605 0.88 0.05 -0.20 -0.67
H 1.0751 0.1203 0.1835 -0.58 -0.24 0.30 0.37
H 2.5111 -0.1147 -0.3105 -0.26 0.19 -0.12 0.31
O -0.5559 -0.5907 0.7885 -0.13 0.97 -1.28 -0.63
H -0.5769 -1.0737 1.5925 -0.03 -0.84 1.43 0.34
H -1.4419 -0.6017 0.4205 0.01 -0.04 -0.23 0.29
O 0.5881 -1.7387 2.9315 -0.88 0.41 0.87 -0.71
H 1.0221 -2.3657 2.3775 0.69 -0.61 -0.61 0.34
H 1.0931 -0.9257 2.9185 0.33 0.09 -0.04 0.33
O -1.6089 1.9473 -1.4655 -0.20 -0.11 -2.02 -0.65
H -1.3049 2.7343 -1.9425 -0.10 -0.25 0.60 0.31
H -1.6789 2.1053 -0.5515 0.06 0.71 1.61 0.30
O -0.3119 -0.1917 -2.4655 2.24 -2.37 -0.63 -0.66
H 0.4081 -0.1567 -1.8025 -0.51 0.22 -0.53 0.36
H -0.9369 0.4333 -2.2135 -1.53 1.83 0.84 0.37
```
Forces are in eV/Å.